This record from the Open Molecules 2025 dataset describes a 5-piece molecular cluster, C35H78I2N2O10P3S overall in a non-equilibrium geometry. The level of theory is wB97M-V/def2-TZVPD.

Atoms and positions in Å:
1 C 3.11346 -4.66741 -1.52306
2 C 3.61720 -3.23422 -1.38308
3 C 2.79720 -2.42170 -0.32387
4 C 2.11322 -1.23090 -1.02629
5 C 1.09911 -1.85862 -2.01207
6 C 1.55321 -0.06962 -0.15121
7 P 2.99828 0.27628 1.01205
8 O 2.86889 1.50413 1.83753
9 C 1.38266 1.33370 -0.89024
10 C 2.72764 2.02494 -1.16764
11 C 0.64992 1.32562 -2.29329
12 I -0.27961 3.19331 -2.84765
13 C 1.50350 0.84575 -3.52747
14 C 0.56643 0.01972 -4.44645
15 I 2.17778 2.44151 -4.85651
16 N 0.58411 2.02222 0.17072
17 N 0.34245 3.35908 0.24854
18 C 1.25998 4.27236 0.43735
19 C 2.01764 4.48883 1.69556
20 C 1.49832 5.31743 -0.60964
21 C -0.01330 1.24632 1.01532
22 C -0.97759 1.67893 2.05658
23 C -0.55982 2.75747 3.06629
24 C 0.30824 -0.22036 0.77996
25 P -1.33493 -0.85291 0.02763
26 S -2.39867 0.47843 -0.91045
27 P 0.29136 -1.18112 2.46389
28 C 1.17460 -0.21728 3.76270
29 O 1.23512 -2.52018 2.34044
30 H 3.30905 -5.17618 -0.57664
31 H 3.66398 -5.23257 -2.27178
32 H 2.04201 -4.74097 -1.69884
33 H 4.64601 -3.30533 -1.02923
34 H 3.67219 -2.70731 -2.33603
35 H 2.05098 -3.12162 0.04183
36 H 3.51037 -2.20156 0.46336
37 H 2.88209 -0.78544 -1.66088
38 H 0.78204 -2.83880 -1.65732
39 H 1.61358 -2.05606 -2.94596
40 H 0.20108 -1.27449 -2.16696
41 H 3.03679 -0.84269 1.84838
42 H 4.17459 0.20522 0.24937
43 H 3.08102 2.59959 -0.31219
44 H 2.57707 2.77672 -1.94094
45 H 3.47342 1.32853 -1.53335
46 H -0.21778 0.68026 -2.23597
47 H 2.43039 0.33816 -3.29658
48 H -0.48275 0.20249 -4.21822
49 H 0.69784 0.27698 -5.49139
50 H 0.75212 -1.04742 -4.37926
51 H 2.34178 3.57820 2.19355
52 H 1.31620 4.99801 2.36751
53 H 2.85067 5.17010 1.55330
54 H 2.28439 4.99100 -1.28865
55 H 0.58266 5.59125 -1.12197
56 H 1.86015 6.23089 -0.13541
57 H -1.83318 2.08045 1.50303
58 H -1.38276 0.81917 2.58941
59 H 0.44631 2.67228 3.46434
60 H -1.24989 2.72535 3.90712
61 H -0.66813 3.74340 2.62405
62 H -1.09646 -2.00447 -0.73195
63 H -2.04567 -1.30185 1.14677
64 H 0.64445 -0.38762 4.69790
65 H 1.18532 0.84665 3.56451
66 H 2.20812 -0.55489 3.84943
67 H 2.05386 -2.41782 2.83907
68 C -2.41436 5.12563 -9.40555
69 O -2.06690 5.74200 -8.17678
70 C -2.95979 5.43145 -7.12011
71 C -2.38101 4.38077 -6.19879
72 O -2.25116 3.12796 -6.84814
73 C -0.92475 2.85506 -7.26529
74 H -1.57445 5.25293 -10.08646
75 H -2.60887 4.05804 -9.28054
76 H -3.29579 5.60874 -9.83949
77 H -3.92768 5.10387 -7.51057
78 H -3.11860 6.35259 -6.55006
79 H -3.06119 4.23773 -5.35185
80 H -1.41404 4.71627 -5.80573
81 H -0.29331 2.62387 -6.39998
82 H -0.49253 3.69628 -7.81258
83 H -0.95216 1.98921 -7.92503
84 C -4.27248 -3.00471 8.20635
85 O -3.73263 -3.37288 6.94697
86 C -3.70527 -2.30828 6.01514
87 C -2.31718 -1.72016 5.88943
88 O -1.90914 -1.06799 7.08022
89 C -1.01336 -1.83879 7.86334
90 H -4.06390 -3.81414 8.90285
91 H -3.82205 -2.08565 8.58792
92 H -5.35692 -2.87739 8.12946
93 H -4.42557 -1.53135 6.28824
94 H -4.00221 -2.72026 5.04489
95 H -2.32621 -0.96236 5.09593
96 H -1.59740 -2.49651 5.60782
97 H -0.02365 -1.87384 7.39267
98 H -1.37985 -2.85713 8.00928
99 H -0.92239 -1.35521 8.83378
100 C -5.56776 -7.15452 12.24519
101 O -4.81331 -7.44414 11.08093
102 C -4.26440 -6.29130 10.46728
103 C -2.79366 -6.13471 10.78595
104 O -2.58049 -5.85269 12.15846
105 C -2.15147 -6.97998 12.90240
106 H -5.76972 -8.09770 12.74934
107 H -5.02157 -6.49867 12.92711
108 H -6.52151 -6.68812 11.97650
109 H -4.81855 -5.39389 10.76167
110 H -4.37721 -6.41917 9.38517
111 H -2.39852 -5.28504 10.21772
112 H -2.24278 -7.02995 10.48239
113 H -1.11179 -7.22533 12.66067
114 H -2.78244 -7.85147 12.71377
115 H -2.21434 -6.72206 13.95793
116 C 4.64311 1.58197 -10.21945
117 O 4.25488 2.40842 -11.30044
118 C 2.98205 2.07542 -11.83253
119 C 1.91148 3.03021 -11.35501
120 O 1.68505 2.90688 -9.95759
121 C 2.29826 3.93404 -9.20138
122 H 5.51810 2.03529 -9.75622
123 H 3.85054 1.49657 -9.47122
124 H 4.91356 0.58315 -10.57865
125 H 2.71432 1.04492 -11.58015
126 H 3.05798 2.14859 -12.92149
127 H 0.97104 2.78590 -11.85829
128 H 2.17665 4.05922 -11.61461
129 H 1.75998 4.87947 -9.33183
130 H 3.34664 4.07221 -9.47605
131 H 2.24239 3.64137 -8.15400

Computed properties:
M   1065.810 g mol⁻¹
Charge   +1
HOMO level   -10.34 eV